Record 1
Density functional theory data (ωB97M-V/def2-TZVPD) for C29H31ClN4OPPdS as an isolated structure in a non-equilibrium geometry.

Structure (XYZ):
```
69
Properties=species:S:1:pos:R:3:nbo_charge:R:1
Pd 0.6047 0.2979 -0.5905 0.97
C 3.2157 -5.2837 -0.9306 -0.62
C 1.8778 -4.7780 -1.4677 -0.24
N 2.0325 -3.5689 -2.2725 -0.42
C 1.9248 -2.3352 -1.8356 0.27
S 1.6149 -1.9872 -0.1572 -0.06
N 2.1477 -1.3576 -2.7337 -0.16
N 1.9120 -0.1335 -2.4153 -0.27
C 2.3210 0.8621 -3.1697 0.41
C 3.2128 0.6692 -4.3401 -0.71
C 1.8758 2.1838 -2.7481 0.08
C 2.2652 3.3422 -3.4135 -0.14
C 1.9025 4.5760 -2.8918 -0.12
C 1.1662 4.6214 -1.7210 -0.17
C 0.7779 3.4229 -1.1271 0.07
N 1.1114 2.2447 -1.6321 -0.46
H 3.0549 -6.2096 -0.3819 0.26
H 3.6718 -4.5579 -0.2573 0.22
H 3.9090 -5.4903 -1.7456 0.23
H 1.2097 -4.5458 -0.6391 0.23
H 1.4069 -5.5290 -2.1004 0.24
H 2.3324 -3.6900 -3.2367 0.44
H 3.5611 -0.3564 -4.3980 0.27
H 4.0711 1.3400 -4.2906 0.28
H 2.6685 0.9033 -5.2608 0.28
H 2.8569 3.2821 -4.3160 0.26
H 2.2076 5.4884 -3.3867 0.27
H 0.8855 5.5622 -1.2685 0.26
H 0.1716 3.4201 -0.2294 0.23
Cl 2.1148 1.2104 1.1734 0.11
C 1.3603 0.9781 2.7293 -0.01
C 2.0871 1.3286 3.8502 -0.22
C 1.5178 1.1462 5.1031 -0.11
C 0.2420 0.6122 5.2240 -0.20
C -0.4739 0.2584 4.0922 -0.10
C 0.0717 0.4509 2.8211 -0.46
P -0.9175 0.1174 1.3439 1.08
C -1.7656 1.6631 0.9323 -0.30
C -2.2728 1.8089 -0.3707 -0.23
C -2.9218 2.9771 -0.7329 -0.20
C -3.0561 4.0067 0.1910 -0.13
C -2.5510 3.8647 1.4820 -0.18
C -1.8951 2.7043 1.8559 -0.22
C -2.0940 -1.1537 1.7973 -0.45
C -3.4684 -0.9086 1.8019 -0.12
C -4.3291 -1.9183 2.1997 -0.21
C -3.8295 -3.1667 2.5519 -0.13
C -2.4583 -3.4120 2.5381 -0.19
C -1.5875 -2.4112 2.1524 -0.19
H 3.0855 1.7340 3.7495 0.26
H 2.0821 1.4207 5.9840 0.26
H -0.1962 0.4711 6.2026 0.26
H -1.4675 -0.1606 4.1916 0.24
H -2.1868 0.9935 -1.0799 0.22
H -3.3272 3.0864 -1.7302 0.25
H -3.5635 4.9207 -0.0890 0.26
H -2.6755 4.6602 2.2051 0.26
H -1.5095 2.6016 2.8618 0.25
H -3.8546 0.0654 1.5279 0.22
H -5.3934 -1.7309 2.2453 0.25
H -4.5121 -3.9559 2.8374 0.25
H -2.0807 -4.3834 2.8269 0.25
H -0.5174 -2.5891 2.1385 0.23
C -1.7427 -1.8832 -1.7148 -0.26
O -0.8433 -0.8378 -2.1529 -0.77
H -1.7559 -2.6981 -2.4381 0.21
H -2.7566 -1.5055 -1.5797 0.20
H -1.3687 -2.2535 -0.7637 0.20
H -1.1590 -0.5050 -3.0011 0.51
```

relative energy (zero: lowest compared OMol25 entry of this formula, charge and spin) = 0.000 eV
M = 656.51 g mol⁻¹
charge = +3
LUMO level (spin up / spin down) = -9.3 / -12.2 eV
2S+1 = 5
HOMO-LUMO gap (spin up / spin down) = 7.11 / 4.88 eV

Record 2
Density functional theory data (ωB97M-V/def2-TZVPD) for C29H31IMnN7OS as an isolated structure.

Structure (XYZ):
```
71
Properties=species:S:1:pos:R:3:mulliken_charge:R:1
Mn -0.2701 0.2721 0.7723 -0.04
C -1.3688 -0.6563 -4.6260 -0.55
C -1.3198 -1.6526 -3.6585 -1.02
C -1.4157 -1.3209 -2.3120 0.21
C -1.5483 0.0064 -1.9281 -0.96
C -1.6138 0.9988 -2.8940 0.34
C -1.5283 0.6694 -4.2402 -1.06
N -1.6870 0.3412 -0.5347 0.85
C -2.8824 0.8103 -0.0683 1.01
C -4.0629 0.9592 -0.8229 -0.89
C -5.1868 1.4350 -0.2034 -0.62
C -5.2183 1.7895 1.1772 -0.74
C -4.1075 1.6365 1.9392 -0.69
C -2.9409 1.1394 1.3111 0.35
N -1.7624 0.8810 1.9307 1.09
N -1.5994 1.0864 3.1745 -1.19
C -0.3313 0.6803 3.5942 0.31
C 0.0326 0.8522 4.9123 -0.60
C 1.3003 0.4521 5.3096 -0.36
C 2.1620 -0.1212 4.3836 -0.90
C 1.7255 -0.2741 3.0852 -0.01
N 0.5099 0.1218 2.6929 0.40
H -1.3051 -0.9141 -5.6777 0.44
H -1.2348 -2.6941 -3.9555 0.44
H -1.4327 -2.0955 -1.5516 0.76
H -1.7577 2.0290 -2.5855 0.61
H -1.5921 1.4503 -4.9911 0.44
H -4.0816 0.6913 -1.8692 0.44
H -6.0946 1.5387 -0.7867 0.44
H -6.1324 2.1671 1.6169 0.43
H -4.0932 1.8719 2.9968 0.51
H -0.6793 1.2971 5.5949 0.56
H 1.6119 0.5784 6.3389 0.46
H 3.1587 -0.4440 4.6580 0.46
H 2.3570 -0.7221 2.3295 0.42
I 3.8669 3.9926 3.2135 0.15
C 1.9669 3.8522 2.3936 -0.84
C 1.0157 4.8445 2.5828 -0.11
C -0.2386 4.6744 2.0149 -1.18
C -0.5023 3.5168 1.3135 -0.22
N 0.4081 2.5504 1.1338 0.68
C 1.6310 2.7351 1.6544 -0.17
H 1.2501 5.7358 3.1540 0.44
H -1.0054 5.4311 2.1225 0.49
H -1.4777 3.3535 0.8661 0.47
H 2.3706 1.9694 1.4575 0.55
C 1.4059 2.7163 -2.1060 -0.92
S 1.8413 1.1817 -1.2597 0.15
C 2.1104 0.1242 -2.6919 -0.40
H 0.8095 2.4867 -2.9827 0.29
H 2.3104 3.2423 -2.4025 0.43
H 0.8341 3.3382 -1.4216 0.22
H 2.8502 0.5784 -3.3492 0.55
H 1.1732 -0.0402 -3.2288 -0.01
H 2.5070 -0.8274 -2.3333 -0.10
N 0.6662 -1.3483 0.1383 -0.62
C 1.0305 -2.3450 -0.3188 0.35
N 1.4406 -3.4761 -0.7896 0.22
C 2.7177 -3.5818 -1.5531 -0.49
C 3.3427 -4.9210 -1.2331 -0.77
O 2.4245 -5.9732 -1.4747 -0.38
C 1.2953 -5.8937 -0.6214 -0.77
C 0.5087 -4.6362 -0.9086 -0.40
H 3.3790 -2.7681 -1.2643 0.52
H 2.4935 -3.5120 -2.6172 0.29
H 3.6801 -4.9402 -0.1922 0.37
H 4.1978 -5.0736 -1.8829 0.37
H 1.6080 -5.9123 0.4271 0.36
H 0.6692 -6.7578 -0.8180 0.37
H -0.3140 -4.5145 -0.2077 0.48
H 0.1222 -4.6624 -1.9272 0.25
```

relative energy (zero: lowest compared OMol25 entry of this formula, charge and spin) = 0.149 eV
M = 707.52 g mol⁻¹
charge = +2
LUMO level (spin up / spin down) = -7.2 / -7.4 eV
2S+1 = 5
HOMO-LUMO gap (spin up / spin down) = 6.04 / 6.05 eV

Record 3
Density functional theory data (ωB97M-V/def2-TZVPD) for C29H31N2O4SiZn as an isolated structure.

Structure (XYZ):
```
68
Properties=species:S:1:pos:R:3:nbo_charge:R:1
Zn -0.2177 1.4848 -2.2366 1.61
N 3.6937 2.7314 -0.3149 -0.84
C 3.0022 2.5605 -1.4933 0.70
O 3.3849 1.7579 -2.3257 -0.65
C 1.8430 3.5081 -1.6965 -0.51
C 0.8593 3.0769 -2.7824 -1.04
H 4.3398 1.9891 -0.0962 0.39
H 3.1828 3.1009 0.4698 0.39
H 2.3013 4.4878 -1.8955 0.20
H 1.3336 3.6010 -0.7318 0.20
H 1.3841 2.9612 -3.7328 0.21
H 0.1438 3.8946 -2.9232 0.20
O -3.7942 -0.1366 -3.2973 -0.68
C -2.6399 0.1916 -3.0352 0.74
O -2.1917 1.3499 -2.7690 -0.84
C -1.6094 -0.9400 -2.9330 0.15
C -2.0237 -2.2911 -2.8888 -0.24
C -1.0805 -3.2580 -2.7460 -0.13
C 0.2900 -2.9052 -2.6760 -0.13
C 1.3284 -3.8529 -2.5173 -0.18
C 2.6296 -3.4457 -2.4436 -0.22
C 2.9528 -2.0718 -2.5307 -0.20
C 1.9729 -1.1332 -2.6839 -0.22
C 0.6205 -1.5389 -2.7520 0.24
N -0.3517 -0.5861 -2.8630 -0.54
H -3.0829 -2.4955 -2.9444 0.25
H -1.3590 -4.3039 -2.6751 0.21
H 1.0714 -4.9039 -2.4480 0.20
H 3.4189 -4.1757 -2.3137 0.21
H 3.9860 -1.7549 -2.4657 0.22
H 2.2123 -0.0781 -2.7333 0.26
C 1.1871 -2.0535 0.9412 -0.60
C 1.0972 -0.7362 1.7165 -0.51
C 2.3598 0.0827 1.4238 -0.61
C 1.0455 -1.0325 3.2196 -0.60
Si -0.3670 0.3083 1.0590 2.01
O -0.0141 0.9246 -0.3592 -1.43
C -1.9678 -0.7102 1.0110 -0.52
C -2.9663 -0.2327 0.1533 -0.20
C -4.1720 -0.9018 -0.0115 -0.20
C -4.4156 -2.0701 0.6979 -0.23
C -3.4481 -2.5605 1.5644 -0.25
C -2.2398 -1.8893 1.7116 -0.15
C -0.6898 1.6826 2.3217 -0.53
C -1.3282 1.4553 3.5448 -0.13
C -1.5349 2.4828 4.4558 -0.25
C -1.1062 3.7711 4.1594 -0.23
C -0.4791 4.0234 2.9473 -0.25
C -0.2789 2.9871 2.0424 -0.13
H 2.0994 -2.5973 1.2197 0.19
H 1.2282 -1.8685 -0.1346 0.22
H 0.3335 -2.7113 1.1309 0.20
H 3.2514 -0.4547 1.7739 0.19
H 2.3328 1.0547 1.9286 0.20
H 2.4580 0.2650 0.3523 0.23
H 1.9222 -1.6237 3.5142 0.19
H 0.1591 -1.6034 3.5018 0.20
H 1.0462 -0.1153 3.8133 0.21
H -2.7879 0.6754 -0.4128 0.24
H -4.9014 -0.5185 -0.7140 0.23
H -5.3506 -2.6025 0.5679 0.20
H -3.6285 -3.4759 2.1167 0.20
H -1.4972 -2.3098 2.3797 0.19
H -1.6832 0.4577 3.7850 0.20
H -2.0372 2.2820 5.3950 0.20
H -1.2700 4.5753 4.8670 0.20
H -0.1530 5.0282 2.7047 0.20
H 0.1956 3.1871 1.0866 0.20
```

relative energy (zero: lowest compared OMol25 entry of this formula, charge and spin) = 0.000 eV
M = 565.05 g mol⁻¹
charge = -1
LUMO level = 2.5 eV
2S+1 = 1
HOMO-LUMO gap = 8.06 eV

Q: Which value of charge does entry 2 give?
A: +2